[1]
# H6N2Si

The molecule H6N2Si in a non-equilibrium geometry (wB97M-V/def2-TZVPD, the Open Molecules 2025 dataset).

Values from the calculation:
HOMO energy in eV: -9.40
Calculated total energy in Ha: -402.54010
Energy relative to the best compared isomer or geometry (same formula, charge and spin) in kJ/mol: 6.62
SMILES: NN[SiH3]
Strongest force on any atom in eV/Å: 2.82
2S+1: 1
Total charge: 0

Each line ends with the Löwdin charge.
Cartesian coordinates (Å):
N (-1.57630, 0.12895, 0.35360)  -0.07
N (-0.21685, 0.42655, 0.65742)  -0.36
Si (1.10402, -0.18750, -0.24319)  0.51
H (-1.71952, -0.86651, 0.50722)  0.06
H (-1.76050, 0.31289, -0.63167)  0.05
H (-0.16282, 1.29203, 1.17463)  0.06
H (1.01438, -1.64506, -0.18900)  -0.10
H (2.28917, 0.41691, 0.34045)  -0.10
H (1.02843, 0.12175, -1.96944)  -0.05

[2]
# H6NS2

A 2-piece molecular cluster, H6NS2 overall in a non-equilibrium geometry (wB97M-V/def2-TZVPD, the Open Molecules 2025 dataset).

Values from the calculation:
HOMO energy in eV: -12.97
Calculated total energy in Ha: -854.44802
Energy relative to the best compared isomer or geometry (same formula, charge and spin) in kJ/mol: 47.55
Strongest force on any atom in eV/Å: 1.68
2S+1: 1
Total charge: +1

Each line ends with the Löwdin charge.
Cartesian coordinates (Å):
N (-0.42076, -1.00988, 1.56558)  0.33
H (-0.83808, -0.23465, 2.07312)  0.16
H (-0.22648, -0.88412, 0.57238)  0.04
H (0.41623, -1.41696, 1.98240)  0.16
H (-1.15706, -1.71906, 1.61182)  0.16
S (0.37278, 0.25479, -1.66050)  0.18
S (-0.15987, 2.16526, -1.82845)  0.24
H (1.08212, -0.13203, -2.78270)  -0.13
H (0.93114, 2.97665, -1.53365)  -0.14

[3]
# H6O13S2V

H6O13S2V as an isolated structure in a non-equilibrium geometry (wB97M-V/def2-TZVPD, the Open Molecules 2025 dataset).

Values from the calculation:
HOMO energy (spin up / spin down) in eV: -1.25 / -1.21
Calculated total energy in Ha: -2722.14883
Strongest force on any atom in eV/Å: 6.78
2S+1: 2
Total charge: -2

Each line ends with the Löwdin spin population.
Cartesian coordinates (Å):
O (2.82752, -22.17898, -9.81050)  0.00
V (2.23409, -20.90152, -8.99970)  0.00
O (0.85753, -20.59816, -9.73714)  0.00
S (3.51605, -18.33327, -10.41517)  -0.03
O (3.76963, -18.32513, -11.80108)  0.13
O (3.64489, -19.64660, -9.81109)  -0.01
O (4.39601, -17.45571, -9.69878)  0.30
O (2.15521, -17.75356, -10.20130)  0.59
S (2.61046, -18.42813, -6.76620)  0.00
O (3.98931, -18.75475, -7.07195)  0.00
O (2.40152, -18.51685, -5.30362)  0.00
O (2.28505, -17.08824, -7.30361)  0.01
O (1.75007, -19.35204, -7.45607)  0.00
O (0.39214, -22.49159, -7.56145)  0.00
H (-0.53631, -22.60334, -7.76570)  0.00
H (0.46367, -22.72285, -6.63536)  0.00
O (3.46984, -21.47124, -7.29743)  0.00
H (3.75844, -20.63541, -6.93091)  0.00
H (4.18182, -22.07924, -7.09827)  0.00
O (-0.10398, -17.87726, -8.42971)  0.00
H (0.68738, -18.25554, -8.04649)  0.00
H (-0.75082, -18.58163, -8.38870)  0.00

[4]
# H6O2Si2

The molecule H6O2Si2 in a non-equilibrium geometry (wB97M-V/def2-TZVPD, the Open Molecules 2025 dataset).

Values from the calculation:
HOMO energy in eV: -9.35
Calculated total energy in Ha: -733.08607
Energy relative to the best compared isomer or geometry (same formula, charge and spin) in kJ/mol: 123.03
SMILES: O[SiH](O)[SiH3]
Strongest force on any atom in eV/Å: 5.74
2S+1: 1
Total charge: 0

Each line ends with the Löwdin charge.
Cartesian coordinates (Å):
O (1.22826, -1.35163, 0.83423)  -0.20
Si (0.78932, -0.15527, -0.08036)  0.09
O (1.49885, 1.09878, 0.60244)  -0.23
Si (-1.51004, 0.15337, -0.46295)  0.52
H (0.99110, -2.35358, 0.76602)  0.13
H (1.36541, 0.20445, -1.50770)  0.00
H (1.57860, 1.27679, 1.59209)  0.11
H (-1.47429, 1.62494, -0.37711)  -0.11
H (-1.93708, -0.24322, -1.77594)  -0.14
H (-2.53014, -0.25464, 0.40928)  -0.16

[5]
# H6O3

A 3-piece molecular cluster, H6O3 overall in a non-equilibrium geometry (wB97M-V/def2-TZVPD, the Open Molecules 2025 dataset).

Values from the calculation:
HOMO energy in eV: -10.78
Calculated total energy in Ha: -229.29999
Energy relative to the best compared isomer or geometry (same formula, charge and spin) in kJ/mol: 65.86
SMILES: O.O.O
Strongest force on any atom in eV/Å: 2.27
2S+1: 1
Total charge: 0

Each line ends with the Löwdin charge.
Cartesian coordinates (Å):
O (-0.32478, 0.86133, 0.56556)  -0.02
H (-0.18978, 0.38433, 1.37356)  0.04
H (-0.86378, 1.53833, 0.93656)  0.05
O (0.28222, -1.98367, 0.64356)  -0.03
H (-0.41078, -1.41767, 0.39356)  -0.02
H (0.19822, -2.18867, 1.58456)  0.04
O (0.66122, 0.67133, -2.00644)  -0.05
H (0.09522, 1.28633, -2.42144)  0.00
H (0.55222, 0.84833, -1.06944)  -0.02

[6]
# H6O3

H6O3 as an isolated structure in a non-equilibrium geometry (wB97M-V/def2-TZVPD, the Open Molecules 2025 dataset).

Values from the calculation:
HOMO energy in eV: -8.98
Calculated total energy in Ha: -229.09644
Energy relative to the best compared isomer or geometry (same formula, charge and spin) in kJ/mol: 600.30
Strongest force on any atom in eV/Å: 19.15
2S+1: 1
Total charge: 0

Each line ends with the Löwdin charge.
Cartesian coordinates (Å):
O (10.81169, -7.94700, -0.65355)  0.10
H (10.43926, -8.67068, -0.14974)  0.12
H (11.72950, -8.18857, -0.77804)  0.11
O (10.27091, -8.08500, -2.64285)  0.15
H (10.81413, -8.05096, -1.85544)  -0.11
H (10.76039, -7.58237, -3.29400)  0.13
O (8.70488, -9.08384, -2.38634)  -0.07
H (9.48044, -8.55982, -2.58673)  -0.43
H (9.04754, -9.95778, -2.19915)  0.01

[7]
# H6O3

A 3-piece molecular cluster, H6O3 overall (wB97M-V/def2-TZVPD, the Open Molecules 2025 dataset).

Values from the calculation:
HOMO energy in eV: -11.48
Calculated total energy in Ha: -229.30197
Energy relative to the best compared isomer or geometry (same formula, charge and spin) in kJ/mol: 60.68
SMILES: O.O.O
Strongest force on any atom in eV/Å: 0.29
2S+1: 1
Total charge: 0

Each line ends with the Löwdin charge.
Cartesian coordinates (Å):
O (-3.34002, -3.77546, -0.40127)  -0.05
H (-3.32533, -2.91926, -0.82899)  0.03
H (-2.42839, -3.93848, -0.15923)  0.03
O (2.89772, 3.05227, 2.30524)  -0.05
H (2.59505, 3.94483, 2.13805)  0.03
H (2.38075, 2.50830, 1.71104)  0.03
O (0.52930, 0.42866, -1.22119)  -0.05
H (0.94017, -0.09908, -1.90595)  0.03
H (-0.24925, 0.79823, -1.63771)  0.03

[8]
# H6O3

A 3-piece molecular cluster, H6O3 overall (wB97M-V/def2-TZVPD, the Open Molecules 2025 dataset).

Values from the calculation:
HOMO energy in eV: -10.44
Calculated total energy in Ha: -229.31262
Energy relative to the best compared isomer or geometry (same formula, charge and spin) in kJ/mol: 32.71
SMILES: O.O.O
Strongest force on any atom in eV/Å: 0.67
2S+1: 1
Total charge: 0

Each line ends with the Löwdin charge.
Cartesian coordinates (Å):
O (0.78773, 0.44312, 1.10690)  -0.05
H (0.03444, -0.14856, 1.07940)  -0.01
H (0.48325, 1.15155, 1.67219)  0.05
O (1.01122, 0.76928, -1.66951)  -0.09
H (1.84839, 0.37923, -1.93699)  0.02
H (0.97653, 0.55766, -0.71413)  -0.02
O (-1.42529, -0.80786, 0.16756)  -0.04
H (-2.37180, -0.58814, 0.21799)  0.07
H (-1.34446, -1.75628, 0.07659)  0.06

[9]
# H6O3

A 3-piece molecular cluster, H6O3 overall in a non-equilibrium geometry (wB97M-V/def2-TZVPD, the Open Molecules 2025 dataset).

Values from the calculation:
HOMO energy (spin up / spin down) in eV: -16.72 / -15.74
Calculated total energy in Ha: -228.87709
Energy relative to the best compared isomer or geometry (same formula, charge and spin) in kJ/mol: 89.46
Strongest force on any atom in eV/Å: 2.44
2S+1: 2
Total charge: +1

Each line ends with the Löwdin spin population.
Cartesian coordinates (Å):
O (24.34159, 15.34621, -22.18571)  0.11
H (23.85273, 15.45903, -23.00089)  0.00
H (25.09261, 15.93321, -22.27306)  0.00
O (21.26030, 14.11605, -20.56538)  0.07
H (20.74621, 14.81809, -20.16653)  0.00
H (21.82493, 14.56127, -21.19721)  0.00
O (21.40677, 12.33217, -22.50443)  0.79
H (21.02289, 13.13674, -22.15581)  0.01
H (22.10396, 12.11166, -21.88674)  0.01

[10]
# H6O3

A 3-piece molecular cluster, H6O3 overall in a non-equilibrium geometry (wB97M-V/def2-TZVPD, the Open Molecules 2025 dataset).

Values from the calculation:
HOMO energy (spin up / spin down) in eV: -15.77 / -15.37
Calculated total energy in Ha: -228.88331
Energy relative to the best compared isomer or geometry (same formula, charge and spin) in kJ/mol: 73.12
Strongest force on any atom in eV/Å: 1.39
2S+1: 2
Total charge: +1

Each line ends with the Löwdin spin population.
Cartesian coordinates (Å):
O (-1.66848, 0.81806, -2.34955)  0.04
H (-1.52871, 1.73953, -2.13140)  0.00
H (-2.61800, 0.73319, -2.43575)  0.00
O (2.15326, -0.85994, 2.41557)  0.59
H (1.36681, -0.41738, 2.09642)  0.01
H (1.95366, -1.07700, 3.32621)  0.01
O (0.28016, -0.45204, 0.01736)  0.35
H (0.57482, 0.28123, -0.52275)  0.00
H (-0.51352, -0.76568, -0.41614)  0.00